Record 1
Computed, not measured: C21H48Cl2GdN3O5S2Si as an isolated structure in a non-equilibrium geometry, with the ωB97M-V functional and the def2-TZVPD basis.

```
83
Properties=species:S:1:pos:R:3:forces:R:3:lowdin_charge:R:1
Gd -0.177754 -0.197458 1.424688 1.241 1.689 0.369 1.2899
Cl -2.822554 -0.872858 0.456888 -0.726 -0.331 -0.732 0.6401
Cl -5.051154 -1.872258 2.048088 -0.486 -0.081 -0.167 0.6485
S 2.738846 0.388242 1.570688 0.102 0.092 0.346 0.8856
S -0.855554 1.832442 -0.153812 0.043 0.406 -0.078 0.3805
Si -0.322654 0.647342 -1.824412 0.098 -0.464 0.340 -0.1261
O 0.715446 1.237642 -2.893812 -0.381 -0.167 0.191 -0.1309
O -1.787054 -1.254558 3.228888 -0.145 0.375 0.223 -0.1339
O -0.336254 -2.434158 2.062888 0.221 -1.040 -0.249 -0.1304
O -1.554354 -0.014858 -2.624912 0.122 -0.130 0.299 -0.1543
O 0.322146 -0.656658 -0.928112 -0.181 0.562 0.012 -0.3589
N -3.198854 -3.162758 4.090188 -0.474 0.296 0.206 0.1448
N 1.019646 -0.455358 3.959888 -0.114 -0.367 0.214 -0.1371
N 0.285046 2.003242 2.930188 -0.413 0.367 -0.281 -0.1771
C -0.454654 -2.889158 -1.250912 0.162 0.268 0.080 -0.0186
C 2.745246 1.815642 -1.712212 -0.265 -0.041 -0.229 -0.0290
C 1.318246 3.551542 -2.831412 0.029 -0.351 -0.050 -0.0119
C 1.956246 -2.371758 -0.720412 -0.348 0.263 -0.101 -0.0140
C 2.574246 1.862842 -4.220512 -0.232 0.039 0.336 -0.0040
C 1.013046 -1.852458 -2.994312 -0.066 0.289 0.312 -0.0006
C -2.812554 1.902042 -3.370512 0.079 -0.385 0.074 -0.0208
C 1.399346 2.795442 2.371288 0.132 0.003 -0.226 -0.2658
C -3.488354 -0.473458 -3.899712 0.303 0.234 0.050 -0.0139
C -1.327954 -2.340658 2.798288 -0.538 -0.539 0.635 -0.7190
C 1.837346 2.116642 -2.904012 0.584 0.486 -0.042 -0.6236
C -2.323854 0.502042 -3.724412 -0.518 0.012 -0.547 -0.6190
C 0.712646 -1.930858 -1.502912 0.232 -1.194 0.184 -0.6024
C 2.208246 -1.307158 3.791688 0.053 -0.075 -0.037 -0.2534
C 2.752946 2.088542 2.283488 -0.098 -0.134 -0.216 -0.3885
C -1.477154 0.542142 -4.996812 -0.068 -0.048 0.276 -0.0099
C -4.359354 -0.464758 1.244288 0.021 0.418 0.246 -0.8678
C -2.083954 -3.616358 3.235988 0.756 0.071 -0.605 -0.0276
C 3.319846 -0.620858 2.994588 -0.268 0.068 -0.218 -0.3940
C 1.251446 0.726942 4.812088 -0.292 0.240 -0.258 -0.1684
C 0.307246 1.861942 4.396388 0.198 -0.371 0.023 -0.1687
H 0.113146 -1.604558 -3.545512 -0.101 0.009 -0.152 0.0797
H 3.586646 2.500542 -1.715112 0.165 0.068 0.059 0.1016
H -2.439154 -4.133058 2.343488 -0.084 0.037 0.118 0.1504
H -1.347954 -2.489158 -1.728912 -0.080 -0.049 -0.018 0.0796
H -1.959454 2.536342 -3.143612 0.133 0.262 -0.044 0.0710
H -3.359254 2.334742 -4.201812 -0.086 0.093 -0.064 0.1002
H 2.142646 4.256542 -2.845012 0.117 0.123 -0.023 0.0962
H 1.553346 3.716042 2.952488 -0.049 -0.087 -0.072 0.1363
H 1.105446 0.506942 5.875288 0.098 -0.012 -0.101 0.1374
H 1.089846 3.085042 1.361188 0.084 -0.024 0.199 0.0705
H -4.185354 0.307242 1.996488 -0.011 -0.162 -0.257 0.0540
H 1.380146 -2.812058 -3.345712 0.053 -0.105 0.036 0.1088
H 1.726246 -2.426758 0.355888 0.101 -0.090 -0.191 0.0643
H 0.305546 -1.013258 4.426888 0.131 0.081 -0.193 0.1027
H -4.130554 -0.473658 -3.021212 -0.072 0.032 0.079 0.0791
H -3.234254 -3.605958 5.011788 0.032 0.119 -0.172 0.1809
H -0.546954 2.550842 2.693788 0.174 -0.164 0.083 0.1001
H 0.750546 3.693342 -1.914512 -0.065 0.073 0.130 0.0632
H 3.974546 -1.377358 2.562488 0.033 0.038 0.086 0.0879
H -2.044254 1.012842 -5.796512 -0.040 -0.003 -0.069 0.0988
H 2.279646 1.053542 4.686588 0.028 -0.060 0.090 0.0979
H 2.909246 0.829842 -4.283612 0.053 -0.084 0.028 0.0852
H 1.921546 2.061742 -5.066512 -0.064 0.053 -0.068 0.0914
H 3.261946 2.035642 3.242688 0.010 -0.040 -0.035 0.0734
H -3.009754 -2.118158 4.147888 -0.234 -0.487 0.203 0.1378
H 2.633046 -1.617858 4.758388 -0.062 -0.025 -0.156 0.1355
H -5.073654 -0.142958 0.484288 0.307 -0.058 0.090 0.0559
H 3.392546 2.669142 1.618388 -0.021 0.033 0.050 0.0874
H 2.772046 -1.666258 -0.879312 0.029 0.022 0.029 0.0829
H -0.621554 -2.997658 -0.173912 -0.034 -0.050 -0.175 0.0552
H -0.570154 1.112542 -4.822212 0.041 0.052 -0.110 0.0709
H 3.120046 0.794842 -1.756212 0.065 -0.100 -0.019 0.0844
H -3.109354 -1.482658 -4.052412 0.033 -0.046 -0.038 0.0895
H -4.072954 -0.189658 -4.769312 -0.146 0.007 -0.079 0.0962
H 2.186746 1.939042 -0.783412 -0.027 0.086 0.091 0.0351
H -3.453454 1.868842 -2.492612 -0.108 0.034 0.088 0.0866
H -1.206954 -0.463258 -5.314012 0.042 -0.082 -0.023 0.0918
H -1.402954 -4.283258 3.764388 -0.136 0.049 0.068 0.1516
H -4.113654 -3.256958 3.618988 0.529 -0.042 0.353 0.0784
H 0.624846 2.790042 4.887288 -0.112 -0.048 -0.033 0.1329
H 3.438646 2.516042 -4.283312 0.136 0.074 -0.067 0.0966
H 2.277746 -3.351758 -1.062912 0.028 -0.111 0.084 0.1040
H 1.756446 -1.088258 -3.192812 0.192 0.028 -0.100 0.0826
H -0.712254 1.634842 4.722988 0.095 0.018 -0.012 0.1255
H -0.245154 -3.872358 -1.661012 0.043 -0.120 -0.063 0.1041
H 0.668246 3.755342 -3.678712 -0.055 0.049 -0.089 0.0952
H 1.893646 -2.207758 3.250688 0.021 0.133 0.174 0.1072
H 3.931346 0.026442 3.620588 0.055 0.019 -0.095 0.0824
```
Forces are in eV/Å.

Computed properties:
energy relative to the best compared isomer or geometry (same formula, charge and spin) = 0.0 kJ/mol
multiplicity = 8
E_LUMO (alpha / beta) = -5.07 / -7.75 eV
net charge = +2

=====

Record 2
Computed, not measured: C21H48INO2P3Sn as an isolated structure in a non-equilibrium geometry, with the ωB97M-V functional and the def2-TZVPD basis.

```
77
Properties=species:S:1:pos:R:3:forces:R:3:lowdin_charge:R:1
I 3.214384 -0.802929 -2.839579 -0.357 0.528 0.162 0.8137
Sn -0.374453 0.284611 0.292070 -2.482 2.024 1.674 0.9517
P 1.856995 0.764954 1.529668 1.511 0.767 1.364 0.7468
P -2.925093 1.972370 2.177707 -0.058 -0.341 -0.092 0.9573
P -1.501330 -0.518260 -1.922591 -1.377 -0.347 -1.639 0.7499
O -0.836467 -3.045444 1.599386 1.311 3.565 -1.738 0.1986
O 4.264951 -3.586858 -2.836505 0.161 3.003 -1.280 0.0479
N -1.756521 1.234784 1.356376 2.855 -1.777 -2.080 -0.4076
C -4.777364 1.354242 0.240430 -0.218 -0.132 -0.186 -0.0864
C -5.773721 1.611767 2.521248 -0.103 -0.071 -0.067 -0.0467
C 4.439011 -2.536682 -3.399639 0.575 -3.658 0.798 -0.7767
C -1.109517 2.388612 4.267162 0.100 -0.010 0.092 -0.0917
C -2.361973 0.840660 -2.792306 0.394 0.766 0.567 -0.1988
C 5.429022 -2.224026 -4.491123 0.073 -0.059 -0.042 -0.0838
C 2.078826 2.554274 1.837985 -0.782 0.271 -0.626 -0.1983
C -0.491298 -2.059986 1.123385 -1.387 -3.922 1.961 -0.0124
C -2.462536 1.704147 3.971064 -0.117 0.200 0.294 -0.5920
C -4.396083 -0.399822 1.983452 -0.157 -0.228 -0.072 -0.0862
C -2.611215 3.800807 0.087906 0.099 0.095 -0.175 -0.0878
C -3.538616 2.271042 4.917744 0.053 -0.092 0.295 -0.0482
C -0.554603 -1.314347 -3.237260 0.810 -0.016 0.267 -0.2523
C 3.441153 0.251772 0.836513 -0.187 -0.382 -0.719 -0.2529
C -2.954515 3.760637 1.590069 -0.115 0.135 -0.056 -0.5965
C -1.935328 4.632201 2.327575 0.243 0.298 0.068 -0.0808
C -2.836547 -1.723301 -1.579468 0.294 0.019 0.932 -0.1979
C -4.534691 1.116077 1.739676 -0.261 0.104 0.145 -0.5901
C -4.315174 4.427389 1.830288 -0.202 0.317 -0.033 -0.0671
C -2.266329 0.193403 4.226337 -0.049 -0.071 0.156 -0.0795
C 1.868287 0.030267 3.205336 -0.856 -0.429 -0.220 -0.1961
H -4.201363 5.503367 1.620887 -0.024 -0.336 0.047 0.1128
H -1.210781 3.465330 4.439844 0.116 -0.404 -0.079 0.0766
H -1.928048 5.617884 1.833801 0.015 -0.350 0.150 0.1084
H -4.632118 4.342666 2.878880 -0.047 0.023 -0.371 0.0855
H -0.177674 -2.285610 -2.891790 -0.012 0.211 -0.165 0.0684
H 4.245824 0.672691 1.460425 -0.376 -0.050 -0.062 0.0942
H -3.211652 -0.359638 4.307104 0.425 0.234 0.005 0.0764
H -3.505878 -1.379847 -0.779022 0.168 -0.074 -0.188 0.0447
H -1.675843 3.261560 -0.114502 -0.206 0.251 -0.003 0.0444
H -2.940789 1.478980 -2.108670 0.209 -0.241 -0.212 0.0354
H -4.397693 1.593344 5.001620 0.255 0.336 -0.023 0.0772
H -5.105771 -0.935266 1.329806 0.178 0.228 0.230 0.1012
H -3.422328 -1.850087 -2.498119 0.254 0.135 0.040 0.0902
H 3.508701 -0.843829 0.837384 0.079 0.249 -0.069 0.0685
H 2.385612 3.045936 0.904641 -0.052 -0.081 0.235 0.0770
H -0.401242 2.209641 3.443132 -0.136 0.118 0.280 0.0283
H -0.687098 1.949927 5.188193 -0.204 0.160 -0.338 0.1030
H -0.914050 4.234562 2.278129 -0.211 0.103 0.101 0.0674
H -1.657546 -0.255572 3.429616 -0.095 -0.007 0.195 0.0409
H -1.720870 0.071186 5.177145 -0.291 0.035 -0.298 0.1042
H -2.235404 4.812645 3.369302 0.210 -0.106 -0.315 0.0911
H -6.638504 1.027882 2.167842 0.248 0.145 0.126 0.1114
H 1.955708 -1.059850 3.121650 0.002 0.183 0.127 0.0682
H -1.218562 -1.463312 -4.104082 0.033 0.120 0.377 0.0943
H -5.681022 0.800269 -0.068917 0.331 0.164 0.175 0.1128
H -3.876414 3.272707 4.618259 0.033 -0.278 0.133 0.0820
H -5.679776 1.438119 3.598893 -0.120 0.096 -0.392 0.0712
H 6.017022 -3.126257 -4.724389 -0.350 0.277 0.235 0.1105
H -3.386462 -0.771386 1.759088 -0.202 0.028 0.064 0.0432
H -2.468768 4.852622 -0.202832 -0.074 -0.304 0.101 0.1082
H 1.156125 3.031653 2.199944 0.297 -0.196 -0.103 0.0351
H -4.955576 2.411413 0.007748 0.035 -0.457 0.017 0.0679
H 6.105538 -1.426160 -4.160817 -0.239 -0.079 -0.088 0.0943
H -5.999411 2.665511 2.332490 0.022 -0.360 0.167 0.0711
H 3.543332 0.612339 -0.197091 0.092 -0.126 0.330 -0.0119
H 4.896409 -1.895787 -5.392353 0.088 0.047 0.250 0.0949
H 0.299398 -0.685519 -3.528965 -0.268 -0.267 -0.003 -0.0149
H -3.401184 3.388723 -0.550463 0.281 0.151 0.194 0.0609
H 2.745154 0.418560 3.739204 -0.079 0.018 -0.295 0.0909
H 2.868517 2.686641 2.589665 -0.138 -0.280 -0.161 0.0907
H -5.094935 4.060390 1.156460 0.102 0.086 0.280 0.0764
H -2.395496 -2.688820 -1.303635 -0.166 0.129 -0.049 0.0664
H -3.109874 2.358061 5.927862 -0.106 -0.002 -0.279 0.1102
H -1.620081 1.464920 -3.308910 -0.194 -0.135 0.090 0.0778
H -3.929822 0.977112 -0.353359 -0.247 0.190 0.137 0.0351
H -3.043926 0.403977 -3.534634 0.245 -0.127 0.224 0.0901
H -4.656627 -0.667775 3.015526 0.120 0.042 -0.379 0.0850
H 0.964717 0.287461 3.775927 0.229 -0.061 -0.189 0.0462
```
Forces are in eV/Å.

Computed properties:
energy relative to the best compared isomer or geometry (same formula, charge and spin) = 0.0 kJ/mol
E_LUMO = -11.28 eV
net charge = +3